C3H6OS | ωB97M-V/def2-TZVPD

```
! wB97M-V def2-TZVPD RIJCOSX def2/J DEFGRID3
* xyz 0 1
S 0.8429 -1.3551 -0.4704
O -1.3295 -0.3552 0.4775
C -0.4432 0.6705 0.5127
C -0.6932 1.9534 -0.2080
C 0.9340 0.1860 0.2128
H 0.0725 2.7968 0.1824
H -0.3384 1.0620 1.6383
H -1.5960 2.6005 0.1206
H -0.5642 1.6537 -1.2830
H 1.7834 0.7242 0.2209
H -0.9937 -1.1732 -0.2783
*
```

Properties
* SMILES string: C[C@@H](O)C=S
* calculated total energy: -16088.106 eV

Atomic partial charges in e from the Löwdin method, atoms 1 to 8: S 0.774; O -0.195; C -0.687; C -0.083; C -0.412; H 0.124; H 0.187; H 0.106

=====

C4H7NO2 | ωB97M-V/def2-TZVPD

```
! wB97M-V def2-TZVPD RIJCOSX def2/J DEFGRID3
* xyz 0 1
O -0.2376 1.5387 0.2149
O 2.5865 -1.4478 -0.3401
N 2.2229 0.8352 -0.0153
C 1.9737 -0.4371 -0.1822
C -1.7258 -0.2852 -0.7165
C -0.6795 0.3745 0.0910
C -1.6382 -0.4851 0.8130
H 3.1725 1.1727 -0.0272
H -2.3837 -0.0029 1.4308
H -1.4608 -1.1214 -1.3491
H 1.3104 1.4369 0.1141
H -1.3179 -1.4526 1.1751
H 0.7049 -0.4555 -0.1054
H -2.5274 0.3295 -1.1032
*
```

Properties
* SMILES string: O=C1CC1.NC=O
* calculated total energy: -9843.678 eV

Atomic partial charges in e from the Löwdin method, atoms 1 to 8: O -0.010; O 0.060; N 0.135; C -0.434; C -0.047; C -0.446; C -0.047; H 0.121

=====

C2H16CdO7 | ωB97M-V/def2-TZVPD

```
! wB97M-V def2-TZVPD RIJCOSX def2/J DEFGRID3
* xyz 1 2
Cd -0.3097 0.1982 0.0003
O 0.6224 -0.9600 1.6037
O 1.4758 1.6280 0.1369
O -1.5578 1.2930 1.2046
O -1.6862 -1.5045 -0.1299
O -1.4109 1.0536 -1.5731
O 0.8211 -0.6881 -1.5295
O 3.3297 -0.3825 0.5770
C 0.5056 -1.6511 2.7885
C -1.6963 1.4171 -2.8742
H 0.1096 -1.0086 3.5749
H 1.4039 -2.2161 3.0372
H -0.8415 1.3702 -3.5489
H -1.6883 2.2319 1.0723
H -1.8565 -1.3758 -1.0630
H -2.5109 -1.8413 0.2203
H -0.1218 -2.5339 2.6651
H 2.4457 -0.6806 0.7912
H 1.5046 2.4541 0.6195
H 2.3927 1.4277 -0.0510
H 3.8784 -0.7355 1.2775
H 0.6872 -0.2214 -2.3544
H -2.2965 1.0224 1.7497
H -1.8933 2.4806 -3.0094
H 1.1096 -1.5621 -1.7924
H -2.4167 0.7846 -3.3928
*
```

Properties
* calculated total energy: -21220.782 eV

Atomic partial charges in e from the Löwdin method, atoms 1 to 8: Cd 1.331; O -0.148; O -0.080; O -0.087; O -0.089; O -0.487; O -0.083; O -0.038

=====

C2H25O11V | ωB97M-V/def2-TZVPD

```
! wB97M-V def2-TZVPD RIJCOSX def2/J DEFGRID3
* xyz 1 4
V 1.1558 -1.0829 1.8991
O -1.1524 1.8655 1.8089
O 2.9413 1.4226 0.4851
O -1.3795 2.9425 -0.6607
O -0.3112 -1.6973 1.2707
O -3.0451 0.4789 0.9932
O -0.6944 -2.6248 -0.8292
O 0.2830 -0.8321 -3.6881
O -1.5625 -1.1236 -2.2654
O 1.9709 -1.6043 0.5011
O 0.8948 0.4869 1.4132
O 1.5070 1.4916 2.9513
C 0.3651 -0.2098 -0.9537
C 0.2827 0.8083 0.1788
H 0.6311 1.7778 -0.1775
H -1.3021 -3.2554 -1.2157
H 1.3325 1.1670 2.0678
H -0.0960 0.2043 -1.8503
H 1.9148 -2.5466 0.3424
H -0.7712 0.8808 0.4472
H 1.4064 -0.4043 -1.2104
H 1.9849 1.3963 0.4553
H -1.3120 -1.8137 -1.6513
H -2.8871 -0.4518 0.8351
H -1.3836 1.3738 2.5969
H -0.9437 -0.4136 -2.0940
H -0.6184 -1.1109 -3.5275
H 0.2321 0.1219 -3.7478
H 0.1435 -3.0866 -0.7989
H 0.8618 2.1861 3.0837
H -0.5593 -1.7930 0.3512
H -0.5892 2.4041 -0.7046
H -0.2397 -1.0972 -0.7671
H -1.0960 3.8090 -0.9523
H -0.4344 1.3680 1.4176
H 3.1438 1.8470 1.3189
H 2.2241 -1.2333 -0.3442
H -0.6892 -2.4636 1.7022
H -2.2090 0.8123 1.3190
*
```

Properties
* calculated total energy: -50668.407 eV

Atomic partial charges in e from the Löwdin method, atoms 1 to 8: V 0.971; O -0.026; O -0.012; O -0.007; O -0.059; O -0.019; O 0.017; O -0.059

=====

C3H4BiO3 | ωB97M-V/def2-TZVPD

```
! wB97M-V def2-TZVPD RIJCOSX def2/J DEFGRID3
* xyz 3 1
Bi 3.1279 0.2806 0.4817
O 2.1133 -0.9057 -0.8644
O 0.8717 0.3763 0.3852
O -0.1472 -0.9188 -1.0604
C 0.9809 -0.5264 -0.5824
C -1.2434 -0.2697 -0.3724
C -0.5704 0.6021 0.6959
H -1.6971 0.5004 -1.0473
H -0.7259 0.2348 1.7139
H -1.9070 -1.0410 0.0250
H -0.8028 1.6674 0.6251
*
```

Properties
* calculated total energy: -15118.152 eV

Atomic partial charges in e from the Löwdin method, atoms 1 to 8: Bi 2.621; O -0.001; O -0.138; O 0.266; C -0.596; C 0.048; C 0.066; H 0.195

=====

C3H6N3O | ωB97M-V/def2-TZVPD

```
! wB97M-V def2-TZVPD RIJCOSX def2/J DEFGRID3
* xyz 1 1
O -1.1584 1.7663 0.7440
N -1.7667 -1.4757 -0.4829
N -2.1313 -0.2230 -0.0661
N 1.3322 0.6187 -0.0052
C 0.2278 0.3002 -0.0749
C -1.2302 0.7101 0.2659
C 2.7071 0.5938 0.1203
H 3.1910 1.4271 0.5408
H -3.1868 0.0444 -0.0397
H 2.7937 -0.3677 0.6042
H -2.4082 -1.9316 -0.9640
H 3.0276 0.5585 -0.8992
H -1.3978 -2.0212 0.2566
*
```

Properties
* SMILES string: C[N+]#CC(=O)NN
* calculated total energy: -9715.921 eV

Atomic partial charges in e from the Löwdin method, atoms 1 to 8: O 0.210; N 0.093; N 0.012; N 0.145; C 0.224; C -0.454; C 0.019; H 0.108